Density functional theory data (the ωB97M-V functional and the def2-TZVPD basis) for a structure of composition C3H2F3MnNO5S2 at a distorted geometry.

Computed properties:
2S+1   6
Frontier orbital gap (spin up / spin down)   6.47 / 6.49 eV
Energy relative to the best compared isomer or geometry (same formula, charge and spin)   0.00 kcal/mol
Highest occupied orbital energy (spin up / spin down)   -8.632 / -8.813 eV

Each line ends with the Löwdin charge.
Atoms and positions in Å:
1 C 1.237 2.282 -0.989  -0.151
2 C 2.060 2.995 -0.199  -0.216
3 O 2.854 3.375 0.535  0.270
4 Mn -0.616 1.693 -0.020  0.967
5 H 0.912 2.897 -1.842  0.081
6 N 0.212 -1.168 -0.809  -0.369
7 S -1.161 -0.327 -1.588  0.515
8 O -0.699 -0.297 -3.006  -0.468
9 O -2.493 -0.979 -1.483  -0.446
10 S 0.208 -1.148 0.758  0.604
11 O -0.152 0.269 1.185  -0.516
12 O 1.446 -1.666 1.325  -0.287
13 C -1.116 -2.062 1.699  -0.703
14 F -2.240 -1.366 1.680  0.140
15 F -1.290 -3.245 1.137  0.162
16 F -0.754 -2.220 2.962  0.158
17 H 1.591 0.969 -1.345  0.260